Record 1
Molecular formula: C47H55BF4N3P3Si2Zn
Method: DFT, ωB97M-V/def2-TZVPD

```
116
Properties=species:S:1:pos:R:3:forces:R:3
Zn 0.15214 0.40951 0.78770 0.095 -0.211 -0.252
C 0.81714 3.80008 2.72456 0.088 -0.019 0.004
Si -0.15532 2.24873 2.26740 -0.151 -0.121 0.106
C -0.83116 1.52229 3.91256 0.009 -0.029 0.043
C -0.93203 2.30323 5.06911 0.027 0.015 0.001
C -1.45290 1.80248 6.25262 0.016 0.044 -0.007
C -1.89824 0.48984 6.31840 -0.003 -0.028 -0.006
C -1.80304 -0.31314 5.19559 -0.010 -0.013 -0.001
C -1.26879 0.18867 4.01011 0.022 0.106 0.025
P -1.15155 -0.87649 2.54333 -0.145 0.202 -0.076
C -2.86387 -1.42295 2.25052 0.009 -0.057 0.053
C -3.68875 -0.53789 1.55813 -0.016 0.005 0.005
C -5.00745 -0.86762 1.29049 0.003 -0.014 0.002
C -5.51156 -2.09521 1.69800 -0.002 0.004 -0.004
C -4.69666 -2.98168 2.38765 -0.017 -0.008 -0.004
C -3.37983 -2.64660 2.66876 0.022 -0.022 -0.004
C -0.22657 -2.35048 3.04871 0.018 0.000 0.024
C 0.64065 -2.31888 4.13640 0.039 -0.002 -0.037
C 1.45924 -3.40575 4.40764 0.015 -0.002 -0.002
C 1.41738 -4.52973 3.59907 -0.008 -0.016 -0.023
C 0.56304 -4.56430 2.50367 0.000 0.001 0.007
C -0.24635 -3.47710 2.22258 -0.044 0.046 0.002
C -1.77763 2.97404 1.46377 0.015 0.126 0.257
C -2.59415 3.80374 2.24599 0.017 -0.028 -0.030
C -3.70079 4.45027 1.72399 -0.011 -0.003 0.005
C -4.02801 4.30294 0.37964 0.003 0.005 0.007
C -3.25039 3.48655 -0.41901 -0.001 -0.040 -0.024
C -2.15048 2.81024 0.11931 -0.152 -0.084 -0.136
P -1.11827 1.68378 -0.84235 0.098 0.358 0.137
C -1.89840 0.29962 -1.66960 0.324 -0.138 -0.148
C -3.22366 0.15817 -1.80578 -0.032 -0.014 -0.059
C -4.05268 -0.93222 -2.33577 -0.007 0.015 0.109
C -3.78109 -1.91629 -3.20233 -0.031 -0.017 -0.098
C -2.50631 -2.19884 -3.93181 -0.004 0.131 -0.025
C -0.75826 -0.67756 -1.97553 0.088 -0.782 0.046
C -0.28968 2.68296 -2.10431 -0.013 -0.014 -0.070
C -0.45189 2.47088 -3.46930 0.007 -0.020 0.022
C 0.31620 3.17665 -4.38567 -0.004 -0.004 -0.013
C 1.24215 4.11170 -3.94658 0.010 0.007 0.015
C 1.39474 4.34613 -2.58418 0.016 0.019 -0.025
C 0.64110 3.63023 -1.66903 -0.047 -0.049 0.010
H 0.23724 4.50066 3.33008 -0.006 0.013 -0.013
H 1.12623 4.32896 1.81976 -0.005 0.003 -0.003
H 1.72188 3.53035 3.27384 -0.011 0.014 0.015
H -0.58770 3.33098 5.04806 0.001 0.003 0.017
H -1.51249 2.43858 7.12735 0.001 0.002 0.001
H -2.31021 0.09522 7.23820 -0.002 -0.004 0.001
H -2.14060 -1.34320 5.23833 -0.002 0.003 0.001
H -3.29536 0.41847 1.23145 0.013 0.026 -0.018
H -5.63702 -0.16832 0.75494 -0.013 0.005 -0.003
H -6.53736 -2.36133 1.47750 -0.003 0.001 0.001
H -5.08663 -3.93877 2.70983 -0.003 -0.001 0.001
H -2.75079 -3.34488 3.20715 -0.003 0.007 -0.004
H 0.70619 -1.43335 4.75436 -0.005 -0.002 0.010
H 2.14840 -3.35901 5.23971 0.006 0.005 0.009
H 2.06107 -5.37395 3.81016 0.002 0.002 0.002
H 0.53654 -5.43443 1.85973 -0.001 0.001 0.001
H -0.89355 -3.49933 1.35268 0.007 -0.022 0.042
H -2.35850 3.94227 3.29580 0.007 0.006 0.005
H -4.30773 5.07985 2.36319 -0.007 0.005 -0.007
H -4.88084 4.82304 -0.03756 -0.005 -0.002 0.001
H -3.48795 3.37415 -1.47120 -0.004 -0.013 0.002
H -3.82143 0.97826 -1.41430 -0.020 0.039 -0.059
H -5.07617 -0.89376 -1.97459 0.019 -0.018 0.048
H -4.60486 -2.59982 -3.39381 0.002 0.010 0.003
H -2.62609 -3.13797 -4.48028 0.012 -0.009 0.007
H -0.06903 -0.20392 -2.68879 -0.079 0.025 0.024
H -1.17650 1.74250 -3.81285 0.003 0.012 -0.010
H 0.18337 3.00298 -5.44622 -0.004 -0.008 0.000
H 1.83409 4.66746 -4.66287 0.002 0.002 0.001
H 2.10458 5.08735 -2.23747 -0.001 0.002 0.004
H 0.77232 3.79825 -0.60490 0.009 0.006 0.001
C 5.70049 1.03573 -0.92986 0.013 0.035 -0.001
N 4.82292 -0.12443 -0.54785 0.032 -0.165 0.063
C 5.13856 -1.30407 -1.44024 -0.037 0.018 -0.018
N 4.99420 -0.96149 -2.82246 0.025 -0.011 0.016
C 5.83843 0.18873 -3.13389 -0.013 -0.009 -0.016
N 5.54287 1.36185 -2.31498 0.025 0.014 0.014
C 4.21270 1.91115 -2.60942 -0.047 0.000 -0.019
P 2.80655 0.72185 -2.32193 0.036 -0.056 0.002
C 3.37197 0.23313 -0.62666 -0.046 0.092 0.002
C 3.59201 -0.72643 -3.19462 0.000 0.063 0.088
H 6.72953 0.73618 -0.72755 -0.003 -0.013 0.009
H 5.43025 1.87106 -0.28531 -0.007 -0.011 -0.001
H 4.98800 -0.40059 0.43526 -0.015 0.109 -0.062
H 4.46752 -2.10943 -1.14627 -0.001 0.004 -0.005
H 6.16857 -1.58983 -1.22490 0.009 0.006 0.010
H 5.70835 0.44951 -4.18375 0.000 -0.001 0.001
H 6.88095 -0.09242 -2.96938 -0.001 -0.003 0.001
H 4.19017 2.24346 -3.64910 0.009 -0.001 -0.006
H 4.04572 2.79686 -1.99215 0.005 0.005 -0.013
H 2.82767 -0.62853 -0.24645 0.050 0.044 -0.007
H 3.19770 1.04850 0.07837 0.014 -0.043 0.000
H 3.53542 -0.56944 -4.27346 0.011 -0.001 -0.010
H 3.00423 -1.61879 -2.97006 0.002 -0.026 -0.012
C -1.82953 -3.59476 -1.38379 0.144 -0.034 0.089
Si -1.12542 -2.38552 -2.62745 -0.472 -0.034 -0.549
C 0.35776 -3.07163 -3.55172 0.069 0.010 0.140
C -2.15632 -1.08877 -4.93594 -0.025 -0.022 -0.005
C 0.08610 -1.19961 -0.79204 -0.358 2.036 1.160
H -2.43739 -4.33951 -1.90428 -0.011 0.001 -0.001
H -2.47687 -3.08224 -0.66794 -0.019 0.019 0.024
H -1.04789 -4.11643 -0.83031 0.008 0.001 -0.006
H 0.06162 -3.93654 -4.14966 -0.008 -0.012 0.001
H 1.14973 -3.38619 -2.87063 0.022 0.009 -0.001
H 0.76048 -2.31983 -4.23572 0.026 -0.006 0.003
H -2.93434 -0.97229 -5.69406 0.005 0.004 -0.007
H -1.21608 -1.30578 -5.44812 0.002 0.007 -0.010
H -2.04832 -0.12947 -4.42811 -0.010 -0.006 0.004
H -0.44173 -1.68843 0.01295 0.177 -0.822 -0.322
H 1.15344 -1.09412 -0.72643 0.219 -0.657 -0.489
F 2.37630 -0.59273 2.12092 -0.028 -0.023 0.029
B 3.73156 -0.77897 2.43969 -0.024 -0.018 -0.040
F 4.45052 0.40930 2.07651 0.025 0.046 0.099
F 4.25785 -1.79568 1.58043 0.034 -0.025 -0.074
F 3.91459 -1.09065 3.76065 0.014 0.008 0.003
```
Forces are in eV/Å.

## Properties
- Net charge: 0
- Energy above the lowest of the compared OMol25 structures with the same formula, charge and spin: 251.5 kJ/mol
- LUMO level: 0.26 eV
- E_HOMO: -6.16 eV
- Maximum force: 2.4 eV/A
- Electronic energy: -157693.881 eV

=====

Record 2
Molecular formula: C47H55IrN7O4PSe
Method: DFT, ωB97M-V/def2-TZVPD

```
116
Properties=species:S:1:pos:R:3:forces:R:3
Ir -0.23068 0.28143 0.46921 -0.134 -0.592 -0.505
N -1.60424 1.28985 1.80844 -0.037 0.132 -0.155
C -2.59359 2.14537 1.09842 0.196 0.143 -0.008
C -2.70113 3.47942 1.86461 -0.021 -0.046 -0.019
C -3.55826 4.61545 1.30394 0.017 0.030 -0.051
C -5.05126 4.35687 1.10630 0.012 0.017 -0.005
N -5.29483 3.77587 -0.21318 -0.043 -0.038 -0.009
C -6.46602 3.77036 -0.82642 0.005 0.006 -0.014
N -6.54809 3.30685 -2.08143 0.014 0.037 -0.012
N -7.57035 4.18555 -0.20823 -0.012 0.026 -0.003
C -2.10692 2.34460 -0.33928 -0.107 0.068 -0.047
O -2.83491 2.88157 -1.15619 0.029 0.029 0.009
O -0.90606 1.93280 -0.61673 0.258 -0.008 0.251
H -2.03168 0.73404 2.54645 -0.146 -0.067 -0.129
H -0.95128 1.91509 2.28804 0.020 -0.079 0.137
H -3.55491 1.63025 1.06376 0.011 -0.064 0.002
H -1.68467 3.87697 1.95739 0.003 -0.024 0.034
H -3.02866 3.23826 2.88041 -0.037 0.015 -0.011
H -3.14047 4.97627 0.36227 -0.006 0.008 0.005
H -3.45985 5.44379 2.00581 -0.006 -0.020 0.028
H -5.56873 5.31674 1.16892 -0.009 -0.007 -0.003
H -5.45242 3.70642 1.89031 0.019 0.006 0.014
H -4.46817 3.44369 -0.72110 0.021 -0.002 0.024
H -5.70333 3.16651 -2.61103 0.000 0.000 0.005
H -7.39769 3.41221 -2.61027 -0.010 -0.023 0.016
H -7.54371 4.53303 0.73419 0.004 -0.019 0.004
H -8.45019 4.24088 -0.69309 0.003 0.002 -0.003
O 0.52666 1.42193 3.84681 -0.013 -0.006 0.074
C 0.94707 0.57287 3.11180 0.040 -0.176 -0.251
O 1.11080 0.77522 1.78551 0.118 0.654 0.087
C 1.38878 -0.79889 3.51066 -0.107 0.020 0.026
C 2.25672 -0.95511 4.57700 0.036 -0.021 0.036
C 2.72431 -2.22416 4.90712 -0.007 0.053 -0.002
C 2.30145 -3.33222 4.19122 -0.022 -0.013 -0.032
C 1.39449 -3.18711 3.14550 0.049 -0.056 0.062
C 0.94241 -1.92075 2.79394 -0.027 -0.003 -0.051
P -0.39671 -1.75057 1.59666 0.113 -0.039 0.081
C -0.45043 -3.22266 0.56501 0.079 0.028 0.029
C -1.60976 -3.99289 0.48350 -0.013 -0.007 -0.027
C -1.62875 -5.12851 -0.31544 -0.005 0.014 0.009
C -0.49703 -5.50018 -1.02384 0.016 -0.010 0.000
C 0.66765 -4.74536 -0.92788 0.000 0.001 -0.004
C 0.69612 -3.61090 -0.13594 -0.062 -0.039 -0.025
C -1.92530 -1.70622 2.55512 -0.004 -0.083 0.021
C -1.92225 -2.00345 3.91655 0.010 0.039 -0.020
C -3.11671 -2.01088 4.62740 -0.017 0.005 -0.004
C -4.31128 -1.73254 3.98348 0.007 -0.007 0.008
C -4.32037 -1.43661 2.62282 -0.008 0.010 -0.011
C -3.13444 -1.41872 1.91003 -0.045 -0.003 0.027
H 2.57330 -0.08380 5.13584 0.000 -0.005 0.003
H 3.41580 -2.34413 5.73029 0.000 0.005 0.002
H 2.66002 -4.31803 4.45487 -0.001 -0.001 -0.003
H 1.03848 -4.06381 2.61933 -0.004 0.011 0.005
H -2.49207 -3.72546 1.04900 0.009 -0.026 -0.003
H -2.52626 -5.72980 -0.37056 -0.001 -0.001 0.005
H -0.51222 -6.39110 -1.63757 -0.001 0.004 -0.005
H 1.55681 -5.05040 -1.46360 -0.001 0.002 0.005
H 1.60973 -3.03861 -0.05408 0.037 0.025 0.005
H -0.99587 -2.22747 4.42868 -0.004 -0.011 0.004
H -3.10883 -2.24120 5.68398 0.001 -0.001 0.000
H -5.24023 -1.75042 4.53747 0.002 0.002 0.003
H -5.25688 -1.23216 2.12029 0.000 0.000 0.002
H -3.14832 -1.19477 0.84856 0.004 0.007 0.000
C 6.18299 -0.45867 -1.58393 -0.002 0.011 -0.018
C 6.14182 -1.58607 -0.55511 0.004 -0.006 -0.009
C 4.73796 -1.96790 -0.08158 -0.025 -0.002 0.007
C 4.13373 -1.06723 0.98891 0.030 0.021 0.001
N 3.91744 0.31957 0.56091 -0.007 0.019 0.053
C 2.95440 0.75626 -0.25627 -0.080 -0.030 -0.027
Se 1.61187 -0.35372 -1.00869 0.045 0.039 0.031
N 3.06190 2.07695 -0.42658 0.071 0.019 -0.032
C 2.29392 2.94002 -1.33609 0.016 0.024 0.052
C 3.10293 3.31085 -2.57678 -0.024 0.003 0.009
C 3.44447 2.13110 -3.48318 0.001 0.019 -0.007
C 2.24356 1.60719 -4.26341 0.008 0.001 -0.023
C 4.13951 2.52514 0.32973 -0.011 -0.030 0.002
C 4.67194 3.79995 0.50771 0.024 0.030 0.012
C 5.76735 3.89795 1.33811 -0.029 0.022 -0.025
C 6.32180 2.76970 1.96672 0.007 -0.058 0.010
C 5.79541 1.50789 1.79065 0.018 0.032 0.024
C 4.68179 1.41002 0.95970 -0.005 -0.013 -0.055
H 7.18880 -0.34225 -1.98526 0.002 -0.002 0.006
H 5.89312 0.50931 -1.17174 -0.003 -0.001 0.004
H 5.52174 -0.68183 -2.42548 0.003 -0.005 -0.001
H 6.76707 -1.34052 0.30901 -0.001 0.015 -0.004
H 6.59418 -2.47305 -1.00092 -0.003 0.000 0.001
H 4.75553 -2.97120 0.35325 0.026 0.005 0.002
H 4.06272 -2.01832 -0.94262 -0.004 -0.008 0.009
H 4.79766 -1.01105 1.85094 -0.021 -0.029 0.013
H 3.17664 -1.45396 1.34237 0.001 -0.005 -0.033
H 2.03534 3.83051 -0.76192 -0.048 -0.004 -0.026
H 1.36753 2.42661 -1.58649 0.017 -0.027 -0.002
H 4.01159 3.82916 -2.26431 0.023 -0.031 -0.014
H 2.51174 4.03903 -3.13790 0.001 0.019 0.021
H 3.90799 1.32964 -2.89598 -0.017 -0.015 -0.005
H 4.21266 2.45305 -4.18756 0.001 0.001 0.005
H 1.44995 1.24350 -3.60703 -0.015 0.005 0.015
H 2.53147 0.78754 -4.92196 0.003 -0.010 0.015
H 1.82110 2.39571 -4.88833 0.001 -0.002 0.000
H 4.25696 4.67088 0.02025 -0.004 -0.003 0.000
H 6.21841 4.86574 1.50770 -0.001 0.001 -0.002
H 7.18800 2.89732 2.60104 -0.001 -0.003 0.001
H 6.23746 0.64605 2.27061 0.001 0.002 -0.001
N -1.30759 -0.63025 -1.03059 -0.314 0.052 0.509
C -1.75896 -1.34434 -1.80816 0.103 0.094 -0.134
C -2.26619 -2.22566 -2.80088 -0.029 -0.050 0.009
C -1.50626 -2.45426 -3.95182 0.002 0.003 -0.003
C -1.98719 -3.33567 -4.90197 0.004 -0.002 -0.004
C -3.20435 -3.97659 -4.70215 -0.007 -0.004 0.000
C -3.95550 -3.74456 -3.55439 0.002 0.004 -0.002
C -3.49168 -2.86661 -2.59413 0.015 -0.008 -0.001
H -0.56191 -1.94502 -4.09275 -0.003 0.002 0.001
H -1.41711 -3.52285 -5.80122 0.004 0.002 0.003
H -3.57436 -4.66374 -5.45143 0.000 0.001 0.000
H -4.90145 -4.24916 -3.41518 -0.002 0.003 0.003
H -4.06141 -2.67794 -1.69362 -0.005 0.001 -0.001
```
Forces are in eV/Å.

## Properties
- Multiplicity: 2
- Net charge: +3
- Energy above the lowest of the compared OMol25 structures with the same formula, charge and spin: 0.0 kJ/mol
- LUMO level (alpha / beta): -7.59 / -9.72 eV
- E_HOMO (alpha / beta): -15.32 / -15.32 eV
- Maximum force: 0.8 eV/A
- Electronic energy: -145709.134 eV